12
Properties=species:S:1:pos:R:3 method="wB97M-V/def2-TZVPD" e_homo_ev=-13.33 homo_lumo_gap_ev=8.855 total_charge=+1
C 0.2224 1.1793 -0.2365
C 0.0227 -0.1645 0.5853
C 1.1543 0.0421 -0.4215
N -0.3496 2.2725 -0.3141
N -1.1966 -1.1500 0.2598
I 3.2063 -0.4253 0.0443
H 0.2931 -0.2454 1.7113
H 0.9959 -0.5111 -1.2679
H -0.1184 3.1026 -0.9359
H -2.0064 -0.5508 0.3730
H -1.1805 -2.0297 0.8046
H -1.0431 -1.5197 -0.6024

96
Properties=species:S:1:pos:R:3 method="wB97M-V/def2-TZVPD" e_homo_ev="-9.04 / -9.80" homo_lumo_gap_ev="6.358 / 7.122" multiplicity=8 total_charge=+1
Eu -0.9657 -0.7309 -0.3079
O 0.8699 -1.9184 -0.4231
S 2.1364 -1.1563 -0.0136
C 2.8685 -0.7563 -1.5839
C 3.7336 -1.5649 -2.3066
C 4.1801 -1.1221 -3.5422
C 3.7447 0.0972 -4.0427
C 2.8448 0.8785 -3.3312
C 2.3829 0.4763 -2.0875
P 1.1437 1.3556 -1.0207
C 0.1444 2.5606 -1.9250
C -1.2010 2.5829 -1.5454
C -2.1021 3.4362 -2.1684
C -1.6547 4.2851 -3.1690
C -0.3076 4.3183 -3.5132
C 0.5905 3.4660 -2.8885
C 2.2472 2.4184 0.0066
C 3.4518 1.9497 0.5306
C 4.2078 2.7255 1.4010
C 3.7760 3.9940 1.7596
C 2.5872 4.4825 1.2355
C 1.8267 3.7003 0.3723
C 3.0719 -2.3640 0.8550
C 4.4368 -2.5528 0.6461
C 5.1078 -3.5214 1.3682
C 4.4113 -4.2747 2.3013
C 3.0745 -4.0138 2.5611
C 2.3618 -3.0190 1.8847
P 0.5696 -2.9077 2.4463
C 0.8306 -2.9447 4.2725
C -0.1216 -3.6333 5.0162
C -0.0916 -3.6092 6.4083
C 0.8992 -2.8982 7.0626
C 1.8661 -2.2125 6.3286
C 1.8279 -2.2323 4.9444
C -0.1029 -1.1604 2.3760
C -1.4951 -1.1113 2.5786
C -2.1674 0.1000 2.6678
C -1.4720 1.2870 2.5205
C -0.0954 1.2575 2.3545
C 0.5883 0.0488 2.3068
H 4.0374 -2.5324 -1.9316
H 4.8604 -1.7364 -4.1187
H 4.0992 0.4395 -5.0077
H 2.4797 1.7947 -3.7728
H -1.5520 1.9611 -0.7279
H -3.1452 3.4276 -1.8764
H -2.3554 4.9390 -3.6735
H 0.0446 5.0204 -4.2595
H 1.6424 3.5336 -3.1345
H 3.8431 0.9795 0.2452
H 5.1402 2.3361 1.7942
H 4.3678 4.6011 2.4340
H 2.2460 5.4777 1.4975
H 0.8956 4.0998 -0.0140
H 4.9742 -1.9454 -0.0695
H 6.1632 -3.6926 1.1949
H 4.9179 -5.0562 2.8551
H 2.5747 -4.5813 3.3381
H -0.8906 -4.2060 4.5068
H -0.8418 -4.1490 6.9734
H 0.9246 -2.8754 8.1449
H 2.6450 -1.6587 6.8397
H 2.5861 -1.6936 4.3845
H -2.0362 -2.0372 2.7280
H -3.2308 0.1047 2.8689
H -1.9896 2.2350 2.5989
H 0.4749 2.1776 2.3336
H 1.6692 0.0632 2.3009
O -5.2287 -1.3174 1.2766
C -5.8717 -0.5523 0.3585
C -7.2384 -0.3608 0.5461
C -7.9559 0.4217 -0.3361
C -7.3259 1.0339 -1.4190
C -5.9744 0.8246 -1.6127
C -5.2271 0.0270 -0.7428
C -3.7761 -0.2203 -0.9995
O -3.0579 -0.6569 0.0007
N -3.3433 -0.0035 -2.2057
N -1.9761 -0.3088 -2.4801
C -1.7058 0.0449 -3.6724
S -0.1053 -0.2414 -4.3122
C -0.5610 0.0635 -6.0314
C -1.6092 1.1631 -6.0333
S -2.8468 0.8049 -4.7619
H -4.2827 -1.2912 1.0168
H -7.7129 -0.8382 1.3949
H -9.0200 0.5604 -0.1790
H -7.8890 1.6602 -2.1000
H -5.4620 1.2734 -2.4560
H -0.9442 -0.8585 -6.4641
H 0.3446 0.3599 -6.5587
H -2.1310 1.2034 -6.9892
H -1.1567 2.1349 -5.8307
O -1.1672 -4.3158 -0.3720
C -1.3255 -3.3531 0.1747

50
Properties=species:S:1:pos:R:3 method="wB97M-V/def2-TZVPD" e_homo_ev=-10.61 homo_lumo_gap_ev=7.283 total_charge=+1
Pt 0.8431 -0.3003 0.0559
N -0.6553 0.9677 -3.5324
C 0.4861 1.1749 -2.5813
C 1.7796 0.6217 -3.1444
C 2.8823 0.6240 -2.0770
N 2.6577 -0.4523 -1.0788
C 2.9862 1.9864 -1.3892
C 1.6600 2.5650 -0.8930
N 1.1911 1.8140 0.3080
C 0.6245 2.5895 -2.0403
H -0.8906 -0.0326 -3.5483
H -0.4538 1.2801 -4.4843
H -1.4950 1.4526 -3.2083
H 0.2227 0.6152 -1.6715
H 2.1270 1.2383 -3.9797
H 1.6345 -0.3959 -3.5200
H 3.8302 0.4278 -2.5830
H 3.4190 -0.4411 -0.4030
H 2.6996 -1.3637 -1.5327
H 3.4095 2.6918 -2.1076
H 3.7018 1.9314 -0.5640
H 1.8337 3.6014 -0.5965
H 0.2774 2.1473 0.6248
H 1.8330 2.0037 1.0745
H 0.9856 3.2991 -2.7901
H -0.3342 2.9593 -1.6647
F -5.2995 -3.4954 0.0026
C -4.0023 -3.2683 -0.1400
C -3.5555 -2.3798 -1.1036
F -4.4250 -1.7376 -1.8855
C -2.2016 -2.1619 -1.2345
F -1.8214 -1.2488 -2.1727
C -1.2505 -2.7824 -0.4406
S 0.4725 -2.4687 -0.6222
C -1.7300 -3.6663 0.5179
F -0.8899 -4.2945 1.3282
C -3.0853 -3.9130 0.6718
F -3.5112 -4.7604 1.5991
F -0.0042 0.4869 6.9326
C -0.2394 0.3781 5.6321
C 0.3395 -0.6455 4.9017
F 1.1333 -1.5249 5.5056
C 0.0841 -0.7548 3.5462
F 0.6517 -1.7655 2.8877
C -0.7306 0.1479 2.8746
S -1.1444 0.0215 1.1614
C -1.2920 1.1703 3.6354
F -2.0757 2.0835 3.0512
C -1.0625 1.2905 4.9937
F -1.6159 2.2840 5.6840

19
Properties=species:S:1:pos:R:3 method="wB97M-V/def2-TZVPD" e_homo_ev="-19.26 / -19.18" homo_lumo_gap_ev="9.008 / 5.540" multiplicity=5 total_charge=+2
C 0.6698 -0.0030 -0.5932
O 1.1724 -1.0269 0.2692
C -0.1176 -0.5875 -1.7421
H 0.0395 0.6174 0.0546
H 1.4978 0.6334 -0.9342
H -0.4623 0.2347 -2.3830
H 0.4898 -1.2661 -2.3561
H -0.9927 -1.1372 -1.3726
C 1.8085 -2.5165 0.4854
O 3.3801 -1.3427 1.2343
C 3.3569 -0.6375 0.1335
C 3.3590 -1.6193 -1.0204
O 2.5936 -2.7438 -0.5799
O 1.7137 -3.2577 1.4430
F 3.6684 -1.1821 5.0003
H 4.0125 0.2441 0.1522
H 2.9129 -1.1339 -1.8998
H 4.3813 -1.9470 -1.2500
Rh 3.5919 -1.7837 3.3669

10
Properties=species:S:1:pos:R:3 method="wB97M-V/def2-TZVPD" e_homo_ev=-8.81 homo_lumo_gap_ev=8.937 total_charge=0
C -0.4613 0.9077 -1.4155
C 0.4464 -0.0348 -0.6620
N 0.5043 -0.3133 0.5662
P -0.3546 -1.1331 1.7146
Br 1.0175 -2.4262 2.9613
H -0.4678 1.8443 -0.9125
H -0.1380 0.8998 -2.3960
H -1.5984 0.6189 -1.3881
H 1.4026 -0.1842 -1.2312
H -0.3508 -0.1792 2.7631

158
Properties=species:S:1:pos:R:3 method="wB97M-V/def2-TZVPD" e_homo_ev=-8.63 homo_lumo_gap_ev=8.707 total_charge=0
C -4.9208 3.4522 -1.4317
C -6.1189 3.2811 -2.3468
O -7.2946 3.7727 -1.7269
O -3.8646 2.6793 -1.9815
H -5.2034 2.9749 -0.4825
H -4.6789 4.5029 -1.2559
H -6.2394 2.2059 -2.5233
H -5.9192 3.7912 -3.2980
H -8.0722 3.3770 -2.1245
H -3.2637 2.4714 -1.2424
C -3.7267 -1.6916 -3.7747
C -4.7965 -1.0064 -4.5802
O -5.4894 -1.9593 -5.4063
O -4.2463 -2.5259 -2.7470
H -3.0497 -0.9627 -3.3291
H -3.1134 -2.2980 -4.4566
H -4.3454 -0.2066 -5.1865
H -5.4993 -0.4206 -3.9843
H -4.7783 -2.3104 -5.9565
H -4.9175 -3.0972 -3.1434
C -4.9208 -6.0169 -1.2758
C -3.5745 -5.6524 -1.8631
O -2.9272 -4.7048 -1.0229
O -5.6536 -4.7944 -1.1567
H -4.7368 -6.4747 -0.2949
H -5.5134 -6.7080 -1.8813
H -3.8504 -5.0601 -2.7556
H -2.8862 -6.4322 -2.1636
H -3.3907 -3.8631 -1.1131
H -6.5449 -5.0297 -0.8839
C -1.0977 4.6925 1.4314
C -1.7567 4.2779 0.1297
O -2.2933 2.9490 0.3671
O -2.0585 4.7631 2.4663
H -0.6246 5.6711 1.3918
H -0.3704 3.9258 1.7118
H -1.0310 4.2219 -0.6860
H -2.5504 4.9429 -0.2133
H -3.0576 3.1012 0.9379
H -2.2881 3.8921 2.8047
C -5.3272 -0.3610 1.2488
C -6.3750 -0.0928 0.1986
O -7.0423 1.1492 0.4623
O -4.1754 0.4987 1.1231
H -4.9602 -1.3832 1.2828
H -5.7862 -0.0514 2.1946
H -7.0554 -0.9290 0.1082
H -5.8824 0.0314 -0.7734
H -6.6660 1.8140 -0.1199
H -4.4177 1.3423 1.5144
C -1.5447 -2.5155 2.8746
O -1.7347 -1.3648 3.2606
N -1.8041 -3.6200 3.6879
N -1.1030 -2.7789 1.6019
H -1.3930 -4.4859 3.3771
H -1.6221 -3.4082 4.6575
H -0.9839 -3.7266 1.3042
H -0.8644 -1.9708 1.0536
C 3.1786 -1.5327 -3.1572
O 4.0523 -1.2470 -3.9897
N 3.1386 -2.7626 -2.5408
N 2.1113 -0.6947 -2.8898
H 2.4950 -3.0007 -1.8092
H 3.7366 -3.4630 -2.9349
H 2.1785 0.2402 -3.2479
H 1.5304 -0.8211 -2.0619
C -0.7016 -0.1223 -0.7672
O 0.0550 -1.1019 -0.9569
N -0.2500 1.0622 -0.2502
N -2.0766 -0.1725 -0.7986
H -0.8704 1.8475 -0.1580
H 0.7521 1.1522 -0.2801
H -2.5227 -0.9789 -1.1949
H -2.5813 0.4006 -0.1313
C 0.0208 -4.6681 -3.4113
O 1.1683 -5.0477 -3.3964
N -0.3521 -3.3884 -2.9856
N -1.0201 -5.4848 -3.7771
H -1.1930 -3.4213 -2.4299
H 0.3948 -2.7449 -2.8018
H -0.7194 -6.4086 -4.0380
H -1.9486 -5.2114 -4.0232
C -0.3571 1.9384 4.1669
O 0.2199 3.0160 4.1777
N -0.8989 1.4061 3.0150
N -0.6013 1.1849 5.2919
H -0.5827 1.7822 2.1444
H -1.3721 0.5221 3.1407
H -0.8651 0.2193 5.1974
H -0.3461 1.5462 6.1893
C -1.4811 2.0919 -4.8641
O -1.1797 1.9151 -6.0368
N -2.4384 2.9889 -4.4777
N -0.9108 1.3586 -3.8403
H -2.7444 3.1413 -3.5238
H -2.9250 3.5148 -5.1776
H -1.0169 1.6804 -2.8947
H -0.1697 0.7168 -4.0506
C 5.0979 -1.7357 0.3711
C 4.6410 -2.4616 1.6545
C 5.7270 -2.2053 2.6869
C 5.3586 -2.6426 4.1114
C 4.0319 -1.9954 4.4758
C 2.9223 -2.1982 3.4186
N 3.4209 -1.7504 2.1031
O 2.3814 -1.9447 1.1443
C 2.3773 -3.6174 3.5632
C 1.8420 -1.1784 3.8257
C 4.5341 -3.9563 1.3472
H 5.9738 -2.2662 -0.0172
H 4.2914 -1.8208 -0.3512
H 5.4546 -0.7212 0.5278
H 6.7022 -2.5816 2.3506
H 6.0513 -1.1537 2.7553
H 5.3747 -3.7345 4.1064
H 6.1497 -2.2937 4.7775
H 4.1750 -0.9378 4.7036
H 3.6342 -2.4492 5.3903
H 1.6894 -3.6809 4.4087
H 3.1903 -4.2956 3.8348
H 1.9387 -4.0270 2.6543
H 2.0875 -0.1411 3.5903
H 1.5850 -1.2759 4.8806
H 0.9341 -1.3637 3.2342
H 3.5823 -4.1718 0.8489
H 5.2787 -4.2222 0.5963
H 4.6228 -4.6266 2.1975
H 1.8586 -1.1348 1.1649
C 3.4340 1.2872 -0.5243
C 3.6288 2.4866 0.3917
C 4.8524 2.2154 1.2572
C 5.4635 3.4892 1.8701
C 5.5381 4.6184 0.8381
C 4.2546 4.9198 0.0689
N 3.8085 3.6288 -0.4979
O 2.6448 3.8696 -1.2764
C 3.2026 5.6599 0.9080
C 4.6565 5.7785 -1.1416
C 2.3772 2.4776 1.2779
H 3.2747 0.3255 -0.0314
H 4.2587 1.1349 -1.2298
H 2.5848 1.3746 -1.2136
H 4.5304 1.4771 2.0033
H 5.6274 1.6087 0.7716
H 6.4804 3.1897 2.1294
H 4.8711 3.7207 2.7591
H 6.2742 4.2782 0.1035
H 5.8823 5.4973 1.3861
H 2.4501 6.1280 0.2720
H 2.6333 4.9321 1.4796
H 3.6702 6.3977 1.5553
H 5.3990 6.5394 -0.9122
H 5.0363 5.1204 -1.9282
H 3.7731 6.2149 -1.6116
H 2.2563 1.5084 1.7712
H 1.4668 2.7315 0.7359
H 2.3998 3.1656 2.1281
H 2.8567 3.4769 -2.1304